# 1
This record from OMol25 describes a cluster of 3 separate species, C3H6N2O3 in total. The level of theory is ωB97M-V with the def2-TZVPD basis set.

The geometry in XYZ format:
```
14
Properties=species:S:1:pos:R:3:mulliken_charge:R:1
C -1.075 1.523 -2.693 -0.212
N -1.863 0.861 -2.181 0.492
O -2.512 0.127 -1.497 -0.587
H -0.831 2.462 -3.194 0.309
N 2.218 1.195 0.499 -0.457
C 2.198 1.418 -0.672 0.524
O 2.316 1.744 -1.785 -0.444
H 1.715 0.593 1.074 0.426
C -0.445 -2.033 1.673 -0.658
O 0.237 -0.674 1.679 -0.554
H -0.886 -2.245 0.789 0.305
H -1.031 -2.271 2.524 0.302
H 0.362 -2.729 1.778 0.258
H -0.402 0.029 2.005 0.297
```

Computed properties:
Highest occupied orbital energy = -0.3763 Eh
LUMO level = 0.61 eV
Gap between HOMO and LUMO = 10.85 eV
Energy above the lowest of the compared OMol25 structures with the same formula, charge and spin = 5.2509 eV


# 2
This record from OMol25 describes an isolated molecule of C20H30N4O4. The level of theory is ωB97M-V with the def2-TZVPD basis set.

The geometry in XYZ format:
```
58
Properties=species:S:1:pos:R:3:mulliken_charge:R:1
C -0.784 7.217 1.867 -0.879
O -0.593 5.823 1.773 -0.426
C -0.536 5.289 0.513 0.277
C -0.670 6.015 -0.664 -0.685
C -0.576 5.370 -1.884 -0.921
C -0.347 3.996 -1.985 0.125
N -0.270 3.393 -3.225 -0.519
C -0.242 3.263 -0.788 0.924
C -0.022 1.783 -0.834 0.632
O 0.572 1.244 -1.762 -0.773
N -0.557 1.090 0.202 -0.159
C -0.400 -0.330 0.493 -0.765
C 0.914 -0.946 0.039 -1.083
C 1.004 -2.401 0.439 1.465
O 0.847 -2.487 1.838 -0.621
C 0.113 -3.331 -0.436 -0.847
N 1.336 -3.749 -1.116 0.509
C 1.604 -4.568 -2.159 -0.690
O 2.693 -5.094 -2.300 -0.681
C 0.429 -4.790 -3.125 1.258
N -0.547 -5.623 -2.433 0.241
C -0.005 -6.936 -2.118 -1.020
C -1.836 -5.737 -3.086 -1.021
C -0.018 -3.429 -3.727 -0.498
C 0.977 -3.676 -4.884 -0.697
C 0.966 -5.177 -4.527 -0.986
C 2.242 -3.109 -0.174 -1.159
C -0.326 3.924 0.434 -0.414
H -0.792 7.452 2.928 0.242
H 0.030 7.768 1.385 0.357
H -1.737 7.524 1.426 0.346
H -0.840 7.082 -0.647 0.383
H -0.682 5.948 -2.795 0.288
H 0.167 2.484 -3.226 0.229
H -0.041 3.996 -3.994 0.227
H -1.144 1.610 0.828 0.271
H -0.497 -0.453 1.571 0.373
H -1.233 -0.888 0.047 0.248
H 1.025 -0.871 -1.040 0.357
H 1.753 -0.400 0.480 0.426
H 0.974 -3.402 2.111 0.474
H -0.365 -4.150 0.106 0.091
H -0.621 -2.833 -1.070 0.284
H -0.749 -7.505 -1.560 0.404
H 0.264 -7.512 -3.017 0.314
H 0.888 -6.848 -1.502 0.282
H -2.474 -6.381 -2.481 0.400
H -2.327 -4.769 -3.156 0.276
H -1.783 -6.175 -4.096 0.344
H -1.044 -3.444 -4.088 0.382
H 0.124 -2.537 -3.120 0.099
H 0.635 -3.406 -5.881 0.409
H 1.948 -3.219 -4.701 0.263
H 1.905 -5.723 -4.559 0.283
H 0.214 -5.715 -5.108 0.306
H 2.979 -2.457 -0.645 0.278
H 2.741 -3.811 0.501 0.297
H -0.196 3.388 1.366 0.478
```

Computed properties:
Highest occupied orbital energy = -0.2786 Eh
LUMO level = 0.62 eV
Gap between HOMO and LUMO = 8.20 eV
Energy above the lowest of the compared OMol25 structures with the same formula, charge and spin = 3.0257 eV


# 3
This record from OMol25 describes a structure of composition C36H40CaClNPSSi. The level of theory is ωB97M-V with the def2-TZVPD basis set.

The geometry in XYZ format:
```
82
Properties=species:S:1:pos:R:3:mulliken_charge:R:1
Ca -0.130 -1.410 0.767 0.725
C 2.041 0.089 4.492 -1.884
C 2.671 -0.725 3.369 1.471
C 4.081 -1.182 3.750 -1.534
C 1.821 -1.902 2.923 0.573
C 2.253 -2.720 1.870 -0.179
C 1.483 -3.774 1.402 -1.006
C 0.232 -4.065 1.960 1.128
C -0.605 -5.201 1.443 -1.431
C -0.196 -3.259 3.013 -1.389
C 0.584 -2.203 3.487 0.100
H 2.696 0.920 4.752 0.416
H 1.899 -0.509 5.396 0.412
H 1.079 0.508 4.192 0.348
H 2.750 -0.066 2.495 -0.563
H 4.048 -1.908 4.564 0.395
H 4.670 -0.329 4.086 0.448
H 4.613 -1.636 2.914 0.349
H 3.208 -2.521 1.398 0.196
H 1.857 -4.389 0.592 0.476
H -1.133 -4.926 0.526 0.159
H -1.347 -5.508 2.178 0.422
H 0.017 -6.063 1.204 0.390
H -1.153 -3.460 3.482 0.391
H 0.206 -1.601 4.301 0.452
Cl 0.300 -3.309 -1.619 -0.127
C -1.132 -3.315 -2.669 0.772
C -1.314 -4.451 -3.433 -0.814
C -2.416 -4.510 -4.274 -0.496
C -3.301 -3.445 -4.333 -0.905
C -3.087 -2.317 -3.558 -0.529
C -1.988 -2.222 -2.704 -0.009
P -1.690 -0.774 -1.636 0.793
C -0.576 0.278 -2.610 1.061
C 0.124 -0.188 -3.718 -0.683
C 1.030 0.642 -4.366 -0.718
C 1.237 1.934 -3.911 -0.696
C 0.540 2.402 -2.803 -0.601
C -0.358 1.577 -2.150 -0.454
C -3.267 0.109 -1.599 0.150
C -3.658 0.990 -2.605 -0.116
C -4.890 1.620 -2.536 -0.789
C -5.739 1.375 -1.466 -0.498
C -5.354 0.503 -0.457 -0.748
C -4.118 -0.121 -0.521 -0.358
H -0.610 -5.269 -3.372 0.503
H -2.579 -5.392 -4.879 0.409
H -4.162 -3.491 -4.985 0.426
H -3.788 -1.494 -3.608 0.453
H -0.041 -1.190 -4.094 0.406
H 1.566 0.280 -5.233 0.427
H 1.938 2.582 -4.422 0.427
H 0.697 3.411 -2.447 0.397
H -0.892 1.942 -1.279 0.468
H -2.998 1.192 -3.440 0.468
H -5.187 2.306 -3.318 0.433
H -6.699 1.870 -1.413 0.410
H -6.008 0.320 0.384 0.423
H -3.814 -0.784 0.283 0.307
C 0.042 3.942 3.159 -0.957
Si 1.070 4.114 1.609 0.004
C 2.644 5.032 2.056 -1.184
C 0.116 5.061 0.300 -1.082
C 1.616 2.474 0.797 0.036
C 2.778 2.534 0.035 -0.230
C 3.284 1.430 -0.648 -1.427
C 2.593 0.247 -0.528 -0.816
N 1.475 0.148 0.195 0.393
C 0.964 1.225 0.828 1.318
S -0.575 0.997 1.683 -0.432
H -0.067 4.942 3.588 0.376
H 0.520 3.308 3.907 0.278
H -0.948 3.539 2.962 0.334
H 2.389 5.963 2.566 0.378
H 3.262 5.300 1.199 0.386
H 3.256 4.443 2.741 0.348
H -0.200 6.035 0.678 0.442
H -0.782 4.514 0.004 0.296
H 0.720 5.233 -0.592 0.305
H 3.321 3.470 -0.039 0.278
H 4.182 1.491 -1.244 0.479
H 2.927 -0.660 -1.021 0.420
```

Computed properties:
Highest occupied orbital energy = -0.3752 Eh
LUMO level = -2.39 eV
Gap between HOMO and LUMO = 7.82 eV
Energy above the lowest of the compared OMol25 structures with the same formula, charge and spin = 0.0000 eV
Total charge = +1


# 4
This record from OMol25 describes a cluster of 2 separate species, C5H10O in total. The level of theory is ωB97M-V with the def2-TZVPD basis set.

The geometry in XYZ format:
```
16
Properties=species:S:1:pos:R:3:mulliken_charge:R:1
O -1.802 0.226 1.056 -0.485
C -1.511 0.210 -0.117 -0.352
C -0.178 -0.142 -0.696 0.287
C 0.903 -0.719 0.241 -0.654
C 1.327 0.721 0.597 -0.496
C 0.549 1.244 -0.631 -0.835
H -2.214 0.612 -0.880 0.375
H -0.289 -0.597 -1.688 0.392
H 1.672 -1.244 -0.337 0.294
H 0.573 -1.363 1.061 0.295
H 0.862 1.035 1.537 0.207
H 2.396 0.945 0.618 0.334
H -0.108 2.106 -0.452 0.342
H 1.162 1.431 -1.515 0.297
H -1.720 -2.012 0.808 -0.186
H -1.574 -2.538 0.306 0.184
```

Computed properties:
Highest occupied orbital energy = -0.3575 Eh
LUMO level = 1.06 eV
Gap between HOMO and LUMO = 10.79 eV
Energy above the lowest of the compared OMol25 structures with the same formula, charge and spin = 2.2385 eV


# 5
This record from OMol25 describes an isolated molecule of C7H11NOS. The level of theory is ωB97M-V with the def2-TZVPD basis set.

The geometry in XYZ format:
```
21
Properties=species:S:1:pos:R:3:mulliken_charge:R:1
C -0.436 1.382 -0.014 0.337
C 3.481 0.900 -0.436 -0.719
C 2.639 0.308 0.425 -0.156
C -2.208 -1.004 0.160 -0.750
C -0.801 -1.663 0.319 -0.995
C -2.087 0.013 -1.020 -0.412
C 0.294 -0.772 0.649 -0.193
N 0.351 2.153 0.527 -0.419
O -1.659 1.322 -0.498 -0.347
S 1.757 -1.083 -0.168 -0.181
H 4.004 1.745 -0.119 0.280
H 3.531 0.646 -1.465 0.263
H 2.331 0.449 1.392 0.424
H -2.979 -1.810 -0.184 0.324
H -2.599 -0.651 1.071 0.415
H -0.918 -2.399 1.118 0.352
H -0.625 -2.068 -0.619 0.431
H -1.374 -0.360 -1.733 0.343
H -3.145 0.220 -1.407 0.267
H 0.347 -0.538 1.692 0.470
H 0.097 3.209 0.313 0.264
```

Computed properties:
Highest occupied orbital energy (spin up / spin down) = -0.2564 / -0.2563 Eh
LUMO level (spin up / spin down) = 0.69 / 0.69 eV
Gap between HOMO and LUMO (spin up / spin down) = 7.67 / 7.66 eV
Energy above the lowest of the compared OMol25 structures with the same formula, charge and spin = 4.3868 eV


# 6
This record from OMol25 describes a cluster of 5 separate species, C49H38Br2Cl2INO11 in total. The level of theory is ωB97M-V with the def2-TZVPD basis set.

The geometry in XYZ format:
```
104
Properties=species:S:1:pos:R:3:mulliken_charge:R:1
C 2.882 2.967 2.337 0.035
C 3.801 2.262 1.161 -0.736
C 4.461 0.820 1.636 0.411
Cl 6.287 0.825 1.240 -0.222
C 3.715 -0.499 1.001 0.446
C 4.573 -1.888 0.645 -0.837
C 3.796 -3.242 0.045 0.329
C 4.604 -4.668 -0.280 -0.851
C 4.206 -5.883 0.762 -0.276
C 5.270 -5.975 2.048 -0.424
Cl 5.374 -7.726 2.676 -0.222
C 2.171 -3.091 -0.165 0.202
C 1.309 -1.702 0.185 0.125
C 2.068 -0.372 0.773 -0.595
C -0.344 -1.784 -0.062 0.102
O -1.074 -0.767 -0.549 -0.578
C -1.026 -3.239 0.403 0.342
C -2.480 -3.291 1.199 -0.001
N -3.192 -1.991 1.499 -0.446
C -4.343 -1.841 0.766 0.705
C -4.846 -2.781 -0.479 -0.678
C -5.304 -0.541 1.176 -1.011
C -3.010 -4.800 1.644 0.145
Br -4.736 -4.979 2.659 -0.128
C -2.147 -6.174 1.310 -0.537
I -2.913 -8.157 1.967 0.088
C -0.690 -6.148 0.516 0.419
C 0.218 -7.513 0.212 -0.482
C -0.455 -8.451 -0.955 0.471
O -1.698 -8.165 -1.373 -0.449
Br 0.507 -9.992 -1.839 -0.145
C -0.161 -4.631 0.069 0.290
C 1.295 -4.402 -0.723 0.027
O 1.705 -5.178 -1.749 -0.533
H 3.123 4.134 2.375 -0.011
H 3.084 2.559 3.416 -0.214
H 1.713 2.902 2.108 0.288
H 4.710 2.993 0.963 0.367
H 3.191 2.143 0.147 0.292
H 4.394 0.805 2.827 0.200
H 5.740 -1.938 0.831 0.175
H 4.337 -5.059 -1.359 0.287
H 5.756 -4.452 -0.178 0.404
H 4.256 -6.940 0.212 0.330
H 3.105 -5.763 1.165 0.140
H 4.885 -5.284 2.925 0.306
H 6.325 -5.565 1.729 0.267
H 1.511 0.626 1.032 0.242
H -4.043 -2.874 -1.325 0.113
H -5.876 -2.338 -0.867 0.254
H -5.097 -3.868 -0.076 0.314
H -4.858 0.053 2.086 0.296
H -5.326 0.175 0.244 0.279
H -6.413 -0.914 1.348 0.295
H 0.257 -8.111 1.243 0.438
H 1.331 -7.202 -0.081 0.052
O 3.528 5.249 9.272 -0.557
C 3.417 4.391 8.407 0.367
C 4.601 3.714 7.842 -0.358
C 4.480 2.779 6.896 -0.348
C 3.157 2.381 6.374 0.472
O 3.046 1.523 5.509 -0.606
C 1.973 3.059 6.938 -0.329
C 2.094 3.994 7.885 -0.373
H 5.565 4.016 8.236 0.406
H 5.338 2.273 6.471 0.426
H 1.009 2.757 6.545 0.436
H 1.236 4.500 8.310 0.413
O -1.258 1.268 -5.526 -0.573
C -2.065 0.488 -5.040 0.103
C -3.406 0.305 -5.631 -0.352
C -4.288 -0.546 -5.098 -0.279
C -3.961 -1.339 -3.897 0.485
O -4.768 -2.119 -3.411 -0.577
C -2.620 -1.156 -3.306 0.155
C -1.738 -0.305 -3.839 -0.281
H -3.631 0.894 -6.512 0.403
H -5.276 -0.692 -5.518 0.396
H -2.395 -1.745 -2.425 0.074
H -0.750 -0.159 -3.418 0.484
O -8.193 4.013 -9.791 -0.549
C -7.604 3.469 -8.866 0.335
C -6.381 4.056 -8.285 -0.381
C -5.737 3.460 -7.277 -0.239
C -6.222 2.190 -6.700 0.421
O -5.633 1.646 -5.776 -0.524
C -7.445 1.603 -7.282 -0.361
C -8.089 2.199 -8.290 -0.414
H -6.038 4.988 -8.718 0.402
H -4.838 3.876 -6.839 0.445
H -7.788 0.671 -6.849 0.419
H -8.988 1.783 -8.728 0.403
O 3.294 10.428 0.258 -0.548
C 3.072 9.366 0.822 0.339
C 1.706 8.988 1.236 -0.360
C 1.464 7.828 1.854 -0.386
C 2.552 6.873 2.148 0.467
O 2.330 5.811 2.712 -0.546
C 3.918 7.251 1.734 -0.284
C 4.159 8.411 1.116 -0.368
H 0.919 9.698 1.012 0.399
H 0.469 7.535 2.164 0.416
H 4.705 6.541 1.958 0.420
H 5.155 8.704 0.806 0.405
```

Computed properties:
Highest occupied orbital energy = -0.3202 Eh
LUMO level = -1.96 eV
Gap between HOMO and LUMO = 6.75 eV


Electronic energy (computed, eV): -12326.9771; -35376.3542; -98434.4974; -7392.5268; -21805.2418; -248643.3222